Entry 1:
The following is a DFT calculation (ωB97M-V with the def2-TZVPD basis set) of a structure of composition C19H19ClN2OPdSTe.

Cartesian coordinates (Å):
Pd (-0.4013, -0.5053, -0.0351)
C (-3.3056, -3.5286, 0.3968)
C (-2.0507, -3.2131, -0.3700)
O (-0.9691, -3.1134, 0.1905)
N (-2.1828, -3.0819, -1.7194)
C (-1.0830, -2.6878, -2.5724)
C (-1.1611, -1.2440, -3.0197)
C (-0.9655, -0.9054, -4.3504)
C (-1.1056, 0.4175, -4.7374)
C (-1.4600, 1.3604, -3.7882)
C (-1.6130, 0.9426, -2.4766)
N (-1.4484, -0.3237, -2.0949)
H (-3.3084, -2.9320, 1.3069)
H (-3.2775, -4.5803, 0.6835)
H (-4.2167, -3.3414, -0.1708)
H (-3.1151, -3.0281, -2.0926)
H (-1.0654, -3.3264, -3.4564)
H (-0.1624, -2.8661, -2.0148)
H (-0.7152, -1.6743, -5.0696)
H (-0.9539, 0.7041, -5.7703)
H (-1.6042, 2.4000, -4.0463)
H (-1.8496, 1.6435, -1.6862)
Cl (2.0576, -1.0587, -1.0903)
C (2.7441, 0.0455, 0.1080)
C (3.9730, -0.2666, 0.6505)
C (4.4740, 0.5291, 1.6721)
C (3.7199, 1.6048, 2.1245)
C (2.4937, 1.8995, 1.5511)
C (1.9642, 1.1346, 0.5045)
C (0.6643, 1.4216, -0.1084)
H (4.5158, -1.1323, 0.2961)
H (5.4339, 0.2991, 2.1147)
H (4.0924, 2.2224, 2.9327)
H (1.9146, 2.7402, 1.9144)
H (0.7114, 1.5121, -1.1938)
H (0.1413, 2.2532, 0.3551)
Te (-1.0019, -0.6661, 2.4283)
C (-0.5651, 1.1957, 3.2828)
C (0.4994, 1.4933, 4.0867)
C (0.5123, 2.8548, 4.5127)
C (-0.5389, 3.5654, 4.0193)
S (-1.5421, 2.5809, 3.0433)
H (1.2556, 0.7687, 4.3547)
H (1.2707, 3.2806, 5.1551)
H (-0.7753, 4.6055, 4.1794)

Calculated values
Maximum force, eV/A: 0.53
HOMO energy (spin up / spin down), eV: -5.9 / -7.2
Kohn-Sham gap (spin up / spin down), eV: 6.101 / 6.114
ΔE to the lowest compared entry with this formula, charge and spin, eV: 0.173
2S+1: 3
LUMO level (spin up / spin down), Eh: 0.007 / -0.039

Which charges does natural (NBO) predict for the atoms? In e, they are: Pd 0.563; C -0.707; C 0.695; O -0.644; N -0.604; C -0.269; C 0.208; C -0.249; C -0.146; C -0.260; C 0.069; N -0.488; H 0.254; H 0.244; H 0.210; H 0.397; H 0.208; H 0.258; H 0.222; H 0.223; H 0.230; H 0.219; Cl -0.029; C -0.018; C -0.232; C -0.231; C -0.227; C -0.145; C -0.097; C -0.675; H 0.224; H 0.214; H 0.211; H 0.210; H 0.196; H 0.206; Te 0.138; C -0.519; C -0.296; C -0.262; C -0.441; S 0.450; H 0.231; H 0.222; H 0.235

Entry 2:
The following is a DFT calculation (ωB97M-V with the def2-TZVPD basis set) of a structure of composition C19H19ClN2OPdSTe.

Cartesian coordinates (Å):
Pd (-0.0806, 0.0042, -0.2505)
C (4.4081, 0.1151, -0.2966)
C (3.2528, -0.8259, -0.0419)
O (2.6195, -1.3481, -0.9370)
N (3.0024, -1.0699, 1.2810)
C (1.8805, -1.8657, 1.7281)
C (0.9676, -1.0676, 2.6191)
C (0.8497, -1.3489, 3.9735)
C (0.0103, -0.5719, 4.7587)
C (-0.6750, 0.4750, 4.1634)
C (-0.4901, 0.6908, 2.8060)
N (0.3050, -0.0640, 2.0528)
H (4.5679, 0.1902, -1.3677)
H (5.3179, -0.2538, 0.1809)
H (4.1889, 1.1059, 0.1067)
H (3.5403, -0.5722, 1.9699)
H (2.2210, -2.7500, 2.2702)
H (1.3491, -2.1872, 0.8335)
H (1.4092, -2.1712, 4.4007)
H (-0.1010, -0.7783, 5.8153)
H (-1.3411, 1.1126, 4.7277)
H (-0.9982, 1.4998, 2.2924)
Cl (-2.1125, 2.1980, -1.0419)
C (-0.9364, 1.7362, -2.2527)
C (-1.3911, 1.4535, -3.5255)
C (-0.4908, 1.0646, -4.5069)
C (0.8680, 0.9618, -4.1960)
C (1.3228, 1.2412, -2.9302)
C (0.4435, 1.6459, -1.8883)
C (0.8993, 1.9381, -0.5652)
H (-2.4505, 1.5181, -3.7353)
H (-0.8458, 0.8350, -5.5027)
H (1.5727, 0.6608, -4.9610)
H (2.3763, 1.1475, -2.6945)
H (0.3271, 2.6417, 0.0263)
H (1.9706, 1.9638, -0.4032)
Te (-1.1328, -2.0011, -1.4035)
C (-3.1000, -1.4470, -1.0026)
C (-3.6093, -0.9858, 0.1835)
C (-4.9902, -0.6604, 0.1099)
C (-5.5089, -0.8768, -1.1331)
S (-4.3256, -1.4838, -2.2029)
H (-3.0023, -0.8834, 1.0722)
H (-5.5686, -0.2768, 0.9390)
H (-6.5198, -0.7102, -1.4716)

Calculated values
Maximum force, eV/A: 0.64
HOMO energy (spin up / spin down), eV: -6.1 / -7.3
Kohn-Sham gap (spin up / spin down), eV: 6.411 / 6.020
ΔE to the lowest compared entry with this formula, charge and spin, eV: 0.029
2S+1: 3
LUMO level (spin up / spin down), Eh: 0.012 / -0.048

Which charges does natural (NBO) predict for the atoms? In e, they are: Pd 0.408; C -0.715; C 0.690; O -0.616; N -0.618; C -0.270; C 0.219; C -0.249; C -0.153; C -0.258; C 0.057; N -0.472; H 0.242; H 0.228; H 0.229; H 0.392; H 0.197; H 0.267; H 0.222; H 0.223; H 0.228; H 0.212; Cl -0.012; C -0.022; C -0.244; C -0.220; C -0.228; C -0.132; C -0.164; C -0.616; H 0.229; H 0.215; H 0.214; H 0.203; H 0.216; H 0.200; Te 0.245; C -0.542; C -0.271; C -0.264; C -0.425; S 0.471; H 0.227; H 0.222; H 0.237

Q: What is the 2S+1 in the first record?
A: 3

Please write out number 2 again, unchanged.
The following is a DFT calculation (ωB97M-V with the def2-TZVPD basis set) of a structure of composition C19H19ClN2OPdSTe.

Cartesian coordinates (Å):
Pd (-0.0806, 0.0042, -0.2505)
C (4.4081, 0.1151, -0.2966)
C (3.2528, -0.8259, -0.0419)
O (2.6195, -1.3481, -0.9370)
N (3.0024, -1.0699, 1.2810)
C (1.8805, -1.8657, 1.7281)
C (0.9676, -1.0676, 2.6191)
C (0.8497, -1.3489, 3.9735)
C (0.0103, -0.5719, 4.7587)
C (-0.6750, 0.4750, 4.1634)
C (-0.4901, 0.6908, 2.8060)
N (0.3050, -0.0640, 2.0528)
H (4.5679, 0.1902, -1.3677)
H (5.3179, -0.2538, 0.1809)
H (4.1889, 1.1059, 0.1067)
H (3.5403, -0.5722, 1.9699)
H (2.2210, -2.7500, 2.2702)
H (1.3491, -2.1872, 0.8335)
H (1.4092, -2.1712, 4.4007)
H (-0.1010, -0.7783, 5.8153)
H (-1.3411, 1.1126, 4.7277)
H (-0.9982, 1.4998, 2.2924)
Cl (-2.1125, 2.1980, -1.0419)
C (-0.9364, 1.7362, -2.2527)
C (-1.3911, 1.4535, -3.5255)
C (-0.4908, 1.0646, -4.5069)
C (0.8680, 0.9618, -4.1960)
C (1.3228, 1.2412, -2.9302)
C (0.4435, 1.6459, -1.8883)
C (0.8993, 1.9381, -0.5652)
H (-2.4505, 1.5181, -3.7353)
H (-0.8458, 0.8350, -5.5027)
H (1.5727, 0.6608, -4.9610)
H (2.3763, 1.1475, -2.6945)
H (0.3271, 2.6417, 0.0263)
H (1.9706, 1.9638, -0.4032)
Te (-1.1328, -2.0011, -1.4035)
C (-3.1000, -1.4470, -1.0026)
C (-3.6093, -0.9858, 0.1835)
C (-4.9902, -0.6604, 0.1099)
C (-5.5089, -0.8768, -1.1331)
S (-4.3256, -1.4838, -2.2029)
H (-3.0023, -0.8834, 1.0722)
H (-5.5686, -0.2768, 0.9390)
H (-6.5198, -0.7102, -1.4716)

Calculated values
Maximum force, eV/A: 0.64
HOMO energy (spin up / spin down), eV: -6.1 / -7.3
Kohn-Sham gap (spin up / spin down), eV: 6.411 / 6.020
ΔE to the lowest compared entry with this formula, charge and spin, eV: 0.029
2S+1: 3
LUMO level (spin up / spin down), Eh: 0.012 / -0.048

Which charges does natural (NBO) predict for the atoms? In e, they are: Pd 0.408; C -0.715; C 0.690; O -0.616; N -0.618; C -0.270; C 0.219; C -0.249; C -0.153; C -0.258; C 0.057; N -0.472; H 0.242; H 0.228; H 0.229; H 0.392; H 0.197; H 0.267; H 0.222; H 0.223; H 0.228; H 0.212; Cl -0.012; C -0.022; C -0.244; C -0.220; C -0.228; C -0.132; C -0.164; C -0.616; H 0.229; H 0.215; H 0.214; H 0.203; H 0.216; H 0.200; Te 0.245; C -0.542; C -0.271; C -0.264; C -0.425; S 0.471; H 0.227; H 0.222; H 0.237

Q: maximum force of number 1 (C19H19ClN2OPdSTe)?
A: 0.53 eV/A

Q: What is the formula in the first record?
A: C19H19ClN2OPdSTe